No. 1
The following is a quantum chemistry calculation of an isolated molecule of C22H30N4O2, from the Open Molecules 2025 dataset.

Calculated values
Lowest unoccupied orbital energy in eV: 0.7
Multiplicity: 1
SMILES: CCc1ccc(N2CCN(CCNC(=O)Nc3ccc(OC)cc3)CC2)cc1
Largest force on an atom in eV Å⁻¹: 0.6
Energy relative to the best compared isomer or geometry (same formula, charge and spin) in eV: 2.389
HOMO energy in eV: -7.203

Geometry (Å):
O  0.955  2.590  -0.917
O  -5.352  0.942  -0.085
N  2.653  -1.888  -0.576
N  0.047  1.691  0.988
N  2.205  2.440  0.967
N  3.842  0.381  0.023
C  -3.168  1.734  -0.857
C  1.056  2.246  0.243
C  3.123  -1.162  -1.726
C  3.438  2.789  0.302
C  -1.297  1.524  0.645
C  -1.430  -2.361  0.316
C  -1.823  1.913  -0.580
C  1.310  -1.979  -0.259
C  -0.449  -3.059  1.006
C  0.320  -1.259  -0.935
C  -3.486  0.783  1.320
C  -5.936  1.307  -1.310
C  -4.014  1.168  0.087
C  3.454  0.300  -1.379
C  -2.888  -2.617  0.567
C  -3.404  -3.730  -0.346
C  -2.148  0.956  1.592
C  3.664  -1.994  0.455
C  0.891  -2.884  0.724
C  -1.017  -1.461  -0.657
C  4.457  1.643  0.367
C  4.614  -0.783  0.406
H  3.174  -2.019  1.430
H  5.452  -0.969  -0.288
H  -1.754  0.645  2.550
H  -4.462  -3.912  -0.168
H  4.244  -2.920  0.332
H  2.310  1.953  1.843
H  -3.459  -1.705  0.382
H  5.313  1.892  -0.286
H  -3.039  -2.908  1.609
H  1.619  -3.479  1.254
H  -3.270  -3.453  -1.389
H  3.177  3.031  -0.729
H  -1.175  2.352  -1.319
H  5.040  -0.624  1.400
H  0.585  -0.522  -1.676
H  2.580  0.934  -1.529
H  0.277  1.381  1.921
H  4.028  -1.673  -2.078
H  -1.757  -0.894  -1.202
H  -2.856  -4.653  -0.166
H  -6.989  1.041  -1.225
H  -0.737  -3.770  1.769
H  -3.539  2.045  -1.821
H  4.828  1.562  1.394
H  3.871  3.679  0.772
H  -4.149  0.348  2.051
H  4.263  0.661  -2.040
H  -5.492  0.759  -2.147
H  -5.849  2.383  -1.494
H  2.386  -1.213  -2.526



No. 2
The following is a quantum chemistry calculation of an isolated molecule of C4H9NO at a distorted geometry, from the Open Molecules 2025 dataset.

Calculated values
Lowest unoccupied orbital energy in eV: 0.9
Multiplicity: 1
SMILES: CCNC(C)=O
Largest force on an atom in eV Å⁻¹: 2.6
Energy relative to the best compared isomer or geometry (same formula, charge and spin) in eV: 0.672
HOMO energy in eV: -9.493

Geometry (Å):
O  1.456  2.122  0.814
N  -0.087  0.516  0.543
C  2.199  -0.011  -0.023
C  -2.190  -0.416  -0.271
C  -0.715  -0.610  -0.123
C  1.175  1.007  0.438
H  -0.403  -1.568  0.305
H  -2.745  -1.119  -0.879
H  -0.698  1.205  0.963
H  -2.400  0.557  -0.738
H  3.182  0.409  -0.177
H  -2.551  -0.277  0.752
H  1.908  -0.260  -1.055
H  -0.252  -0.645  -1.123
H  2.121  -0.910  0.574



No. 3
The following is a quantum chemistry calculation of an isolated molecule of C3H4FNO2 at a distorted geometry, from the Open Molecules 2025 dataset.

Calculated values
Lowest unoccupied orbital energy in eV: -0.3
Multiplicity: 1
SMILES: C/C=C(\F)[N+](=O)[O-]
Largest force on an atom in eV Å⁻¹: 2.5
Energy relative to the best compared isomer or geometry (same formula, charge and spin) in eV: 4.218
HOMO energy in eV: -10.774

Geometry (Å):
F  2.256  1.699  0.044
O  4.357  0.436  -0.075
O  3.430  -1.513  0.009
N  3.434  -0.317  0.020
C  -0.395  0.279  -0.026
C  2.088  0.339  0.059
C  0.974  -0.352  0.092
H  0.932  -1.466  0.109
H  -1.347  -0.046  0.579
H  -0.602  0.100  -1.037
H  -0.369  1.326  -0.039



No. 4
The following is a quantum chemistry calculation of a cluster of 2 separate species, C7H16S in total at a distorted geometry, from the Open Molecules 2025 dataset.

Calculated values
Lowest unoccupied orbital energy (spin up / spin down) in eV: 0.8 / -1.1
Multiplicity: 3
⟨S²⟩: 2.01
Largest force on an atom in eV Å⁻¹: 9.7
HOMO energy (spin up / spin down) in eV: -4.376 / -8.622

Geometry (Å):
S  1.471  0.437  0.347
C  1.295  1.179  -1.296
C  -0.886  -2.302  0.286
C  -2.059  0.158  -0.954
C  -1.401  0.216  0.445
C  3.273  -0.177  0.206
C  -1.435  1.390  1.319
C  -1.109  -0.964  1.002
H  -0.766  -0.950  2.031
H  1.067  0.478  -2.133
H  3.820  0.187  1.044
H  -2.985  -0.378  -0.688
H  -0.774  -2.150  -0.756
H  -1.708  -3.009  0.399
H  -1.392  -0.349  -1.670
H  -1.299  1.119  2.340
H  2.241  1.700  -1.546
H  3.645  0.273  -0.710
H  0.555  1.905  -1.251
H  -0.588  2.019  1.018
H  0.167  -2.832  0.593
H  -2.210  2.227  1.216
H  3.253  -1.322  0.145
H  -2.175  1.145  -1.387



No. 5
The following is a quantum chemistry calculation of a structure of composition CH4CsN2O at a distorted geometry, from the Open Molecules 2025 dataset.

Calculated values
Lowest unoccupied orbital energy in eV: -3.6
Net charge: +1
Multiplicity: 1
Largest force on an atom in eV Å⁻¹: 6.0
Energy relative to the best compared isomer or geometry (same formula, charge and spin) in eV: 2.606
HOMO energy in eV: -14.420

Geometry (Å):
Cs  -0.138  2.697  0.572
O  -1.423  0.570  -0.259
N  -0.360  -1.242  0.373
N  0.784  0.395  -0.306
C  -0.386  -0.068  -0.068
H  1.571  -0.238  -0.304
H  0.503  -1.715  0.147
H  -1.234  -1.703  0.579
H  0.682  1.305  -0.733



No. 6
The following is a quantum chemistry calculation of an isolated molecule of C4H5FN2 at a distorted geometry, from the Open Molecules 2025 dataset.

Calculated values
Lowest unoccupied orbital energy (spin up / spin down) in eV: 0.8 / -1.3
Multiplicity: 3
⟨S²⟩: 2.02
Largest force on an atom in eV Å⁻¹: 4.1
Energy relative to the best compared isomer or geometry (same formula, charge and spin) in eV: 0.868
HOMO energy (spin up / spin down) in eV: -7.609 / -8.911

Geometry (Å):
F  -2.826  -0.541  -0.767
N  1.367  0.319  -0.612
N  1.081  -1.899  0.105
C  1.723  -1.025  -0.507
C  -2.143  -0.576  0.456
C  0.068  0.710  -0.166
C  -0.879  0.003  0.246
H  -0.085  1.815  -0.398
H  2.826  -1.149  -0.917
H  -2.771  0.119  1.150
H  1.824  1.172  -0.956
H  -2.187  -1.681  0.678



Q: Among the records above, which one has the highest largest force on an atom?
A: C7H16S



Q: What is the multiplicity in the first record?
A: 1